# C32H40F24O16

8 unconnected molecules or ions with the total composition C32H40F24O16 at a distorted geometry (ωB97M-V with the def2-TZVPD basis set, the Open Molecules 2025 dataset).

Each atom is followed by the atoms it is bonded to, with distances in Å.
Atoms and positions in Å:
1 F -1.624 5.945 -7.907  C51 1.326
2 F 3.524 -4.642 1.411  C72 1.262
3 F 0.677 10.090 10.361  C65 1.310
4 F -5.555 -1.466 -5.214  C69 1.390
5 F -2.975 4.299 -7.537  C51 1.355
6 F -7.560 2.217 -3.487  C59 1.301
7 F 3.955 -1.103 9.043  C71 1.378
8 F 4.841 -1.096 7.030  C71 1.313
9 F 2.431 10.312 11.750  C65 1.354
10 F 2.418 10.830 9.573  C65 1.367
11 F 5.409 -3.741 -2.289  C45 1.288
12 F -1.309 1.404 3.444  C70 1.375
13 F -4.493 -3.201 -6.044  C69 1.312
14 F 2.844 -1.841 7.236  C71 1.336
15 F -1.007 4.482 -6.382  C51 1.358
16 F -8.116 1.229 -1.616  C59 1.330
17 F 0.285 2.558 2.473  C70 1.332
18 F -3.368 -1.709 -4.965  C69 1.321
19 F 6.072 -2.380 -3.791  C45 1.352
20 F -9.341 2.755 -2.483  C59 1.337
21 F 0.759 0.582 3.091  C70 1.335
22 F 3.030 -4.615 3.409  C72 1.295
23 F 3.422 -2.752 2.410  C72 1.346
24 F 5.594 -1.660 -1.840  C45 1.314
25 O 3.769 -4.175 7.711  C53 1.383, C63 1.443
26 O 5.775 -5.341 3.049  C55 1.243
27 O 3.282 -2.490 -4.324  C50 1.357, C60 1.374
28 O 2.577 7.683 11.111  C58 1.233
29 O 5.843 -3.282 8.422  C53 1.238
30 O -0.444 4.364 -9.681  C61 1.347, C66 1.380
31 O -0.576 1.611 0.179  C56 1.377, C57 1.447
32 O -3.640 -3.376 -2.963  C42 1.375, C49 1.399
33 O -1.117 -0.439 1.251  C56 1.243
34 O 6.001 -3.118 2.971  C43 1.410, C55 1.337
35 O 2.968 -1.969 -2.085  C60 1.244
36 O -9.766 1.278 -4.830  C44 1.251
37 O 2.483 8.221 8.936  C58 1.308, C67 1.453
38 O -0.938 2.592 -8.402  C61 1.185
39 O -5.831 -3.655 -3.399  C42 1.246
40 O -9.856 -0.344 -3.141  C44 1.387, C46 1.422
41 C 2.148 6.583 7.060  C67 1.560, H81 1.090, H103 1.090, H110 1.090
42 C -4.741 -3.172 -3.761  O32 1.375, O39 1.246, C69 1.523
43 C 7.396 -3.183 3.164  O34 1.410, C47 1.516, H98 1.090, H108 1.090
44 C -9.380 0.816 -3.733  O36 1.251, O40 1.387, C59 1.571
45 C 5.236 -2.547 -2.741  F11 1.288, F19 1.352, F24 1.314, C60 1.579
46 C -10.506 -1.299 -3.971  O40 1.422, C52 1.521, H80 1.090, H88 1.090
47 C 7.889 -1.783 2.853  C43 1.516, H79 1.090, H82 1.090, H95 1.090
48 C -2.496 1.040 -1.133  C57 1.547, H73 1.090, H93 1.090, H99 1.090
49 C -3.636 -4.453 -2.071  O32 1.399, C54 1.477, H83 1.090, H94 1.090
50 C 2.036 -2.455 -4.859  O27 1.357, C62 1.582, H86 1.090, H96 1.090
51 C -1.671 4.669 -7.551  F1 1.326, F5 1.355, F15 1.358, C61 1.564
52 C -11.115 -2.268 -2.969  C46 1.521, H78 1.090, H109 1.090, H111 1.090
53 C 4.671 -3.178 8.038  O25 1.383, O29 1.238, C71 1.572
54 C -2.727 -4.298 -0.917  C49 1.477, H77 1.090, H85 1.090, H101 1.090
55 C 5.263 -4.226 2.846  O26 1.243, O34 1.337, C72 1.552
56 C -0.659 0.716 1.222  O31 1.377, O33 1.243, C70 1.569
57 C -0.967 1.278 -1.173  O31 1.447, C48 1.547, H84 1.090, H102 1.090
58 C 2.431 8.512 10.210  O28 1.233, O37 1.308, C65 1.551
59 C -8.534 1.729 -2.775  F6 1.301, F16 1.330, F20 1.337, C44 1.571
60 C 3.694 -2.350 -3.021  O27 1.374, O35 1.244, C45 1.579
61 C -1.049 3.745 -8.649  O30 1.347, O38 1.185, C51 1.564
62 C 1.814 -0.999 -5.436  C50 1.582, H74 1.090, H75 1.090, H90 1.090
63 C 4.189 -5.555 7.685  O25 1.443, C68 1.561, H76 1.090, H97 1.090
64 C 0.531 4.926 -11.815  C66 1.576, H87 1.090, H89 1.090, H105 1.090
65 C 1.970 9.959 10.527  F3 1.310, F9 1.354, F10 1.367, C58 1.551
66 C 0.061 3.790 -10.830  O30 1.380, C64 1.576, H91 1.090, H107 1.090
67 C 2.804 6.893 8.441  O37 1.453, C41 1.560, H100 1.090, H104 1.090
68 C 2.884 -6.369 7.949  C63 1.561, H92 1.090, H106 1.090, H112 1.090
69 C -4.512 -2.366 -5.033  F4 1.390, F13 1.312, F18 1.321, C42 1.523
70 C -0.227 1.335 2.598  F12 1.375, F17 1.332, F21 1.335, C56 1.569
71 C 4.037 -1.754 7.831  F7 1.378, F8 1.313, F14 1.336, C53 1.572
72 C 3.761 -4.051 2.501  F2 1.262, F22 1.295, F23 1.346, C55 1.552
73 H -2.803 0.011 -0.943  C48 1.090
74 H 0.790 -0.960 -5.809  C62 1.090
75 H 2.389 -0.675 -6.303  C62 1.090
76 H 4.809 -5.779 8.553  C63 1.090
77 H -2.641 -5.274 -0.441  C54 1.090
78 H -10.318 -2.991 -2.795  C52 1.090
79 H 8.968 -1.895 2.957  C47 1.090
80 H -11.294 -0.831 -4.560  C46 1.090
81 H 2.365 5.620 6.599  C41 1.090
82 H 7.491 -1.023 3.525  C47 1.090
83 H -3.390 -5.195 -2.831  C49 1.090
84 H -0.724 2.135 -1.801  C57 1.090
85 H -1.787 -3.908 -1.307  C54 1.090
86 H 1.876 -3.242 -5.596  C50 1.090
87 H -0.296 5.341 -12.390  C64 1.090
88 H -9.654 -1.664 -4.546  C46 1.090
89 H 1.155 5.725 -11.415  C64 1.090
90 H 1.825 -0.272 -4.623  C62 1.090
91 H 0.814 3.047 -10.564  C66 1.090
92 H 2.433 -6.008 8.874  C68 1.090
93 H -2.959 1.482 -2.015  C48 1.090
94 H -4.623 -4.732 -1.701  C49 1.090
95 H 7.652 -1.395 1.863  C47 1.090
96 H 1.327 -2.521 -4.034  C50 1.090
97 H 4.655 -5.770 6.723  C63 1.090
98 H 7.838 -3.927 2.501  C43 1.090
99 H -2.966 1.526 -0.278  C48 1.090
100 H 2.579 6.175 9.230  C67 1.090
101 H -3.153 -3.584 -0.212  C54 1.090
102 H -0.484 0.411 -1.624  C57 1.090
103 H 1.085 6.349 7.119  C41 1.090
104 H 3.889 6.790 8.484  C67 1.090
105 H 1.064 4.539 -12.684  C64 1.090
106 H 2.128 -6.241 7.175  C68 1.090
107 H -0.754 3.228 -11.286  C66 1.090
108 H 7.637 -3.379 4.209  C43 1.090
109 H -11.385 -1.874 -1.990  C52 1.090
110 H 2.385 7.274 6.251  C41 1.090
111 H -11.992 -2.809 -3.322  C52 1.090
112 H 3.029 -7.446 8.037  C68 1.090

Calculated values
- molecular weight (g mol⁻¹) = 1136.61
- electronic energy (hartree) = -4843.91434
- F_max (Eh/bohr) = 0.11176
- relative energy (zero: lowest compared OMol25 entry of this formula, charge and spin) (eV) = 5.793
- HOMO energy (eV) = -11.10

Atomic partial charges in e from the Löwdin method, atoms 1 to 99: atom 1 (F): 0.17, atom 2 (F): 0.25, atom 3 (F): 0.19, atom 4 (F): 0.13, atom 5 (F): 0.15, atom 6 (F): 0.20, atom 7 (F): 0.13, atom 8 (F): 0.18, atom 9 (F): 0.16, atom 10 (F): 0.12, atom 11 (F): 0.21, atom 12 (F): 0.14, atom 13 (F): 0.20, atom 14 (F): 0.17, atom 15 (F): 0.16, atom 16 (F): 0.18, atom 17 (F): 0.16, atom 18 (F): 0.19, atom 19 (F): 0.15, atom 20 (F): 0.16, atom 21 (F): 0.17, atom 22 (F): 0.21, atom 23 (F): 0.16, atom 24 (F): 0.18, atom 25 (O): -0.01, atom 26 (O): 0.11, atom 27 (O): -0.01, atom 28 (O): 0.12, atom 29 (O): 0.13, atom 30 (O): 0.01, atom 31 (O): 0.00, atom 32 (O): 0.00, atom 33 (O): 0.12, atom 34 (O): 0.01, atom 35 (O): 0.12, atom 36 (O): 0.12, atom 37 (O): 0.03, atom 38 (O): 0.18, atom 39 (O): 0.12, atom 40 (O): -0.02, atom 41 (C): -0.05, atom 42 (C): -0.29, atom 43 (C): -0.22, atom 44 (C): -0.27, atom 45 (C): -0.60, atom 46 (C): -0.21, atom 47 (C): -0.06, atom 48 (C): -0.06, atom 49 (C): -0.27, atom 50 (C): -0.22, atom 51 (C): -0.51, atom 52 (C): -0.06, atom 53 (C): -0.29, atom 54 (C): -0.05, atom 55 (C): -0.31, atom 56 (C): -0.30, atom 57 (C): -0.17, atom 58 (C): -0.37, atom 59 (C): -0.59, atom 60 (C): -0.26, atom 61 (C): -0.37, atom 62 (C): -0.04, atom 63 (C): -0.18, atom 64 (C): -0.04, atom 65 (C): -0.52, atom 66 (C): -0.21, atom 67 (C): -0.15, atom 68 (C): -0.06, atom 69 (C): -0.54, atom 70 (C): -0.52, atom 71 (C): -0.53, atom 72 (C): -0.66, atom 73 (H): 0.07, atom 74 (H): 0.07, atom 75 (H): 0.07, atom 76 (H): 0.12, atom 77 (H): 0.09, atom 78 (H): 0.07, atom 79 (H): 0.08, atom 80 (H): 0.12, atom 81 (H): 0.07, atom 82 (H): 0.08, atom 83 (H): 0.14, atom 84 (H): 0.12, atom 85 (H): 0.08, atom 86 (H): 0.13, atom 87 (H): 0.07, atom 88 (H): 0.13, atom 89 (H): 0.08, atom 90 (H): 0.07, atom 91 (H): 0.12, atom 92 (H): 0.08, atom 93 (H): 0.07, atom 94 (H): 0.12, atom 95 (H): 0.08, atom 96 (H): 0.12, atom 97 (H): 0.13, atom 98 (H): 0.13, atom 99 (H): 0.08

# C4H9N3O

C4H9N3O in the gas phase at a distorted geometry (ωB97M-V with the def2-TZVPD basis set, the Open Molecules 2025 dataset).

Each atom is followed by the atoms it is bonded to, with distances in Å.
Atoms and positions in Å:
1 O 1.868 -1.378 0.028  C7 1.426, H15 0.991
2 N -0.554 1.180 -0.255  N4 1.411, C5 1.402, H16 1.031
3 N 1.850 1.365 0.148  C5 1.281, H12 1.028
4 N -1.376 0.059 -0.493  N2 1.411, C6 1.476, C8 1.424
5 C 0.731 0.742 0.099  N2 1.402, N3 1.281, C7 1.466
6 C -2.412 -0.045 0.553  N4 1.476, H10 1.098, H14 1.126, H17 1.113
7 C 0.656 -0.699 0.352  O1 1.426, C5 1.466, C8 1.515, H13 1.103
8 C -0.521 -1.079 -0.522  N4 1.424, C7 1.515, H9 1.104, H11 1.102
9 H -0.131 -1.197 -1.549  C8 1.104
10 H -3.001 0.881 0.509  C6 1.098
11 H -1.054 -2.016 -0.290  C8 1.102
12 H 1.710 2.361 -0.063  N3 1.028
13 H 0.415 -0.883 1.414  C7 1.103
14 H -3.025 -0.954 0.298  C6 1.126
15 H 2.562 -0.684 0.163  O1 0.991
16 H -0.615 1.922 -0.967  N2 1.031
17 H -1.966 -0.141 1.568  C6 1.113

Calculated values
- molecular weight (g mol⁻¹) = 115.14
- electronic energy (hartree) = -397.27212
- F_max (Eh/bohr) = 0.04211
- relative energy (zero: lowest compared OMol25 entry of this formula, charge and spin) (eV) = 2.137
- HOMO energy (eV) = -8.83

Listed below, in e, are the Löwdin charges computed for each atom: atom 1 (O): -0.03, atom 2 (N): 0.06, atom 3 (N): 0.14, atom 4 (N): -0.22, atom 5 (C): -0.39, atom 6 (C): -0.08, atom 7 (C): -0.33, atom 8 (C): -0.15, atom 9 (H): 0.14, atom 10 (H): 0.08, atom 11 (H): 0.13, atom 12 (H): 0.06, atom 13 (H): 0.16, atom 14 (H): 0.10, atom 15 (H): 0.09, atom 16 (H): 0.16, atom 17 (H): 0.09